This record from the Open Molecules 2025 dataset describes a molecular structure, C30H70AlFeN10O14P at a distorted geometry. The level of theory is wB97M-V/def2-TZVPD.

```
127
Properties=species:S:1:pos:R:3:forces:R:3:mulliken_spin:R:1
Fe -0.716503 -1.176372 0.128247 -0.266 -1.671 -1.156 4.305
Al 1.919396 0.432643 3.777007 -0.014 -0.673 -1.307 0.026
P 0.342630 0.727552 0.830993 1.881 -0.691 1.318 -0.109
O 0.525774 -0.610344 1.640255 -0.226 -0.831 2.256 0.185
O 0.800201 0.034174 -0.494856 0.066 1.763 -1.273 0.241
O 1.022763 1.868407 1.559322 -0.445 -0.297 -0.916 0.015
O -1.196907 0.689047 0.708558 -1.085 1.113 -0.085 0.153
C -1.208000 2.655081 3.298829 1.129 -1.667 -0.456 -0.023
O -0.705159 2.144705 4.277294 -0.419 0.575 0.046 0.274
N -1.570273 3.982415 3.257383 -1.257 1.221 -0.396 0.613
C -1.456710 4.859013 4.396069 1.194 -0.424 -0.026 -0.007
C -2.163212 4.553475 2.062066 -0.215 -0.628 0.475 0.034
H -1.313616 2.110399 2.351619 -0.404 0.128 0.007 -0.073
H -2.445547 5.025069 4.829458 0.020 0.171 -0.064 0.037
H -0.982219 5.766160 4.007908 -0.341 0.182 0.135 0.025
H -0.774353 4.388178 5.102103 -0.275 0.057 0.184 0.011
H -1.335237 4.732305 1.359939 0.014 0.498 0.230 0.059
H -2.847220 3.887138 1.531704 0.052 -0.391 0.495 0.006
H -2.682915 5.452218 2.374957 0.222 0.256 -0.374 0.011
C 1.903651 -2.816509 -0.017203 -0.202 1.750 0.677 0.878
O 0.634707 -2.925363 -0.265203 -0.833 -0.144 -0.197 0.384
N 2.789478 -3.937340 -0.269091 1.331 -0.316 -0.961 0.833
C 4.187205 -3.678693 -0.196856 1.227 -0.594 0.920 0.025
C 2.442844 -5.156326 -0.915423 -1.337 -0.193 0.243 -0.035
H 2.397125 -1.931310 0.360577 -0.059 -0.137 0.026 -0.208
H 4.484592 -2.791213 0.354398 -0.579 0.281 -0.072 -0.005
H 4.741534 -3.733664 -1.141996 -0.628 0.296 -0.416 0.023
H 4.670836 -4.517333 0.327606 -0.259 -0.082 0.159 0.036
H 1.380332 -5.119099 -1.160932 0.070 -0.069 0.018 0.014
H 3.018984 -5.334107 -1.825296 0.206 0.021 0.159 0.017
H 2.597451 -5.962182 -0.185555 0.142 -0.125 -0.252 0.030
C 2.018547 -0.376292 -3.835012 -0.433 0.067 -0.183 -0.006
O 2.440860 0.558972 -4.487632 0.214 -0.117 0.422 0.001
N 2.009236 -1.668307 -4.251131 0.255 -0.621 0.324 -0.009
C 1.393158 -2.726681 -3.451734 0.927 0.479 -0.774 0.022
C 2.903651 -2.149772 -5.280177 0.373 0.207 -0.583 0.000
H 1.538278 -0.269639 -2.840672 -0.011 0.164 -0.136 -0.002
H 0.707091 -2.298538 -2.729291 -0.078 -0.203 0.124 0.006
H 2.199086 -3.298639 -2.982560 -0.180 -0.038 0.363 0.015
H 0.919666 -3.400218 -4.165174 -0.380 -0.092 0.253 -0.001
H 3.709748 -2.793213 -4.908393 -0.253 -0.095 0.458 0.001
H 2.367591 -2.729437 -6.033000 -0.065 0.120 -0.062 0.000
H 3.428004 -1.322197 -5.752362 -0.357 0.170 -0.093 0.000
C 3.887011 0.338436 0.666117 0.748 -0.057 -0.236 0.013
O 3.908431 -0.406156 1.645304 -0.391 0.158 0.202 0.000
N 4.922537 0.504486 -0.179315 -0.154 0.584 0.173 0.005
C 4.812357 1.422029 -1.296563 -0.285 -0.330 -0.969 0.003
C 6.139144 -0.296770 -0.080026 -0.886 -0.500 0.490 -0.001
H 3.012260 0.925657 0.372784 -0.007 0.113 0.156 -0.002
H 5.649567 2.116282 -1.329843 0.001 0.037 0.091 0.000
H 3.869811 1.967657 -1.330981 0.021 0.078 0.656 -0.001
H 4.759246 0.884716 -2.250554 0.437 -0.136 0.050 0.000
H 5.955025 -1.187374 -0.683346 0.582 -0.018 -0.292 0.002
H 7.036738 0.239230 -0.368608 -0.132 0.121 -0.255 0.000
H 6.253571 -0.647300 0.944855 -0.023 0.173 0.053 0.000
C -2.629245 -3.474924 1.510761 -0.357 0.103 1.860 0.001
O -2.132398 -2.595163 0.814959 0.874 0.677 -1.110 0.056
N -2.821502 -3.330963 2.827997 0.512 -0.826 -0.307 0.010
C -2.287021 -2.211200 3.564154 0.238 1.423 -0.378 0.002
C -3.411631 -4.406828 3.621702 1.390 -0.533 0.364 -0.001
H -2.974426 -4.454566 1.165541 -0.002 0.202 -0.569 0.000
H -3.105704 -1.508249 3.740215 0.104 -0.061 0.521 0.000
H -1.540954 -1.634860 3.007910 -0.187 -0.316 -0.464 0.001
H -1.730658 -2.460858 4.467355 -0.577 -0.521 0.189 0.000
H -3.920309 -3.982874 4.483225 -0.789 -0.083 -0.443 0.000
H -3.910659 -5.139042 2.992600 -0.746 0.443 0.113 0.001
H -2.625148 -5.014987 4.091744 0.237 0.253 -0.080 0.001
C 2.749584 -3.661583 3.506069 -0.681 -0.022 0.518 -0.015
O 2.441001 -2.484971 3.538069 0.260 0.343 0.134 0.003
N 1.914822 -4.640558 3.093671 -0.008 -0.124 -0.071 0.012
C 2.294539 -6.038145 3.195365 -0.555 0.179 0.433 -0.001
C 0.558074 -4.326461 2.731460 -0.579 0.670 -0.655 0.027
H 3.687542 -4.065144 3.914042 0.256 0.199 -0.272 0.000
H 3.372207 -6.097925 3.323108 0.000 -0.248 -0.135 0.000
H 1.930835 -6.589261 2.326851 0.331 0.035 -0.153 0.000
H 1.798175 -6.489576 4.060188 0.177 -0.077 0.035 0.001
H 0.293443 -4.828281 1.797540 -0.024 -0.115 0.061 -0.013
H -0.217502 -4.535497 3.475617 0.387 -0.490 0.317 -0.001
H 0.458857 -3.255824 2.543802 0.354 -0.007 -0.092 0.005
C -2.623578 3.455805 -3.575374 0.885 0.640 0.416 0.000
O -1.912574 3.525418 -4.556427 -0.486 -0.267 -0.342 0.000
N -2.112495 3.278005 -2.331323 0.042 -0.641 0.904 -0.001
C -2.928058 3.128607 -1.137788 -0.139 0.564 -0.511 0.017
C -0.690074 3.137661 -2.082616 0.010 0.211 -0.574 -0.001
H -3.707472 3.633364 -3.554493 -0.135 -0.203 -0.232 0.000
H -3.962627 3.329607 -1.420398 -0.108 -0.439 0.180 0.001
H -2.672429 3.900513 -0.402367 0.162 0.008 -0.282 0.000
H -2.763381 2.153080 -0.679447 -0.298 -0.096 -0.049 -0.002
H -0.143358 3.210421 -3.021291 -0.045 0.319 -0.003 0.000
H -0.410619 3.938447 -1.393939 0.319 -0.060 -0.017 0.000
H -0.419236 2.167774 -1.664603 -0.221 -0.085 0.316 0.006
C 0.934565 5.100517 0.893342 1.230 0.090 -1.065 0.012
O 0.331517 5.804263 1.691973 -0.277 0.027 0.331 0.023
N 1.830915 5.521885 -0.015208 0.697 0.111 -0.224 0.009
C 2.428410 4.570453 -0.949242 -0.935 0.022 0.074 -0.001
C 2.249093 6.889930 -0.227754 -1.079 1.290 0.379 0.000
H 0.852479 4.007403 0.781490 -0.455 -0.045 0.551 -0.014
H 2.108345 3.575509 -0.635768 0.288 -0.116 -0.168 0.000
H 3.512570 4.650380 -0.993718 0.000 0.028 0.183 0.000
H 2.004767 4.780261 -1.934007 0.253 -0.162 -0.147 0.001
H 1.724803 7.567189 0.449782 0.188 -0.361 0.451 0.000
H 3.318299 7.055431 -0.120334 0.064 -0.318 -0.016 0.000
H 1.904105 7.295942 -1.183621 0.302 -0.555 -0.345 0.000
C -1.685939 -0.216786 -2.814331 -0.230 -0.601 -1.001 0.007
O -1.680512 -0.824640 -1.734870 0.419 -0.699 0.898 0.026
N -1.845345 -0.791607 -4.002880 0.090 0.723 0.054 0.010
C -1.665257 0.077679 -5.187521 0.015 -0.458 0.187 0.000
C -1.993693 -2.220661 -4.261149 -0.187 0.693 -0.535 -0.001
H -1.598199 0.865721 -2.943249 0.080 0.054 0.615 0.000
H -2.013188 1.091833 -5.006477 0.217 0.028 0.194 0.000
H -2.260286 -0.303653 -6.014731 0.121 -0.161 0.003 0.000
H -0.601453 0.062725 -5.424821 -0.076 0.220 -0.376 0.000
H -1.084621 -2.621238 -4.703487 0.272 -0.109 0.394 0.001
H -2.320760 -2.737487 -3.366991 0.082 -0.111 -0.018 0.000
H -2.712702 -2.288678 -5.078300 -0.355 -0.256 0.328 0.000
C -4.518682 0.575034 1.001077 -0.331 -0.088 -0.039 0.004
O -4.333285 0.108650 -0.103947 0.157 -0.019 -0.011 0.001
N -5.672424 1.158940 1.402444 0.550 0.647 -0.253 0.000
C -5.851753 1.633242 2.772020 0.499 -0.674 -0.500 0.000
C -6.763037 1.307314 0.468308 -1.742 -0.756 0.114 0.000
H -3.745144 0.542670 1.792265 0.002 0.060 -0.021 -0.005
H -6.422001 0.882326 3.319064 -0.314 0.391 0.265 0.000
H -6.299969 2.623759 2.782012 -0.227 -0.098 0.081 0.000
H -4.866012 1.694973 3.238278 -0.031 0.021 0.049 -0.001
H -7.416205 2.139346 0.734672 0.481 0.374 -0.036 0.000
H -6.530734 1.319760 -0.592199 0.763 0.321 0.182 0.000
H -7.466934 0.465596 0.537433 0.240 -0.211 0.175 0.000
```
Positions in Å, forces in eV/Å.

## Properties
⟨S²⟩	20.0332
ΔE to the lowest compared entry with this formula, charge and spin	0.0	kcal/mol
Kohn-Sham gap (alpha / beta)	5.79 / 3.95	eV
total charge	+2
E_LUMO (alpha / beta)	-4.144 / -8.937	eV
2S+1	9



This record from the Open Molecules 2025 dataset describes a gas-phase ion, C7H8N3O3 (charge -1) at a distorted geometry. The level of theory is wB97M-V/def2-TZVPD.

```
21
Properties=species:S:1:pos:R:3:forces:R:3:lowdin_charge:R:1
H -1.556355 2.122685 2.445514 0.673 -0.440 -0.502 0.034
N -1.400811 1.587160 1.575016 0.670 -0.402 -0.896 0.092
C -0.220213 1.070436 1.461125 -2.707 1.107 2.459 -0.181
C 0.233494 0.093060 0.487789 -0.469 -0.461 -1.231 -0.387
C 1.458136 0.571830 -0.191711 1.552 0.180 -0.151 -0.175
N 1.919826 1.761214 -0.078897 -1.006 -0.756 0.649 0.110
H 2.846452 1.784408 -0.448648 0.717 0.222 -0.751 0.022
C 0.693522 -1.231386 1.309633 -0.736 0.131 -1.595 -0.398
O 1.444127 -0.985782 2.246586 0.318 -0.970 0.533 -0.027
C 0.112953 -2.341500 0.608513 1.471 1.579 0.974 0.019
C -0.686954 -1.854558 -0.481967 -1.279 -0.935 -0.385 -0.432
O -1.374973 -2.548914 -1.282780 1.287 1.653 1.081 -0.048
N -0.701927 -0.407260 -0.472883 -0.283 -2.590 0.732 0.004
C -1.315191 0.253220 -1.563700 -2.334 0.461 3.309 -0.334
O -0.454015 0.469902 -2.559213 2.911 3.141 -2.877 -0.030
H 0.438322 1.149867 2.308912 0.795 0.233 0.049 0.107
H 2.013161 -0.220134 -0.738625 -0.331 0.294 0.197 0.144
H 0.463390 -3.363424 0.787240 -0.630 0.417 -0.196 0.091
H -1.837175 1.169954 -1.175150 0.637 -0.432 -0.382 0.131
H -2.114553 -0.442038 -1.808796 0.086 -0.051 -0.830 0.121
H 0.038783 1.361260 -2.427958 -1.343 -2.382 -0.186 0.137
```
Positions in Å, forces in eV/Å.

## Properties
ΔE to the lowest compared entry with this formula, charge and spin	4.1	kcal/mol
SMILES	[H]/N=C/C1(/C=N/[H])C(=O)C=C([O-])N1CO
Kohn-Sham gap	7.50	eV
total charge	-1
E_LUMO	3.512	eV